1.
Entry from the Open Molecules 2025 dataset: 10 unconnected molecules or ions with the total composition C36H92O30S8 (the ωB97M-V functional and the def2-TZVPD basis).

Atoms and positions in Å:
O (-9.3896, 12.3100, 12.4422)
S (-9.3350, 11.3188, 13.5336)
O (-8.1335, 10.9470, 14.2569)
O (-10.3802, 11.8170, 14.7419)
C (-11.4207, 12.7729, 14.3787)
C (-12.6155, 12.6974, 15.3020)
C (-10.1476, 9.7442, 12.9116)
H (-11.7179, 12.4935, 13.3679)
H (-11.0548, 13.7607, 14.6588)
H (-13.0041, 11.6881, 15.1665)
H (-13.3969, 13.4308, 15.1025)
H (-12.1458, 12.8012, 16.2801)
H (-11.0490, 10.1358, 12.4403)
H (-10.4753, 9.1722, 13.7797)
H (-9.6160, 9.2372, 12.1064)
O (-14.9051, 3.9034, 8.8600)
S (-16.0636, 3.8371, 9.7979)
O (-16.2198, 4.7633, 10.9254)
O (-17.4334, 3.8892, 8.8893)
C (-17.4959, 4.6448, 7.7103)
C (-18.8858, 4.5930, 7.0060)
C (-16.2818, 2.1813, 10.5157)
H (-16.8884, 4.0749, 7.0073)
H (-17.1626, 5.6565, 7.9415)
H (-19.6980, 4.9187, 7.6559)
H (-19.1179, 3.6025, 6.6148)
H (-18.7939, 5.1456, 6.0710)
H (-17.3408, 2.1734, 10.7737)
H (-15.5813, 2.2492, 11.3480)
H (-15.9312, 1.4150, 9.8243)
O (-13.0712, 2.7656, 10.6288)
S (-11.6893, 2.3303, 10.6066)
O (-11.0396, 1.8175, 11.8224)
O (-11.5084, 1.1937, 9.3595)
C (-12.3831, 1.2828, 8.2644)
C (-11.6727, 0.3652, 7.2104)
C (-10.5704, 3.6136, 9.8976)
H (-12.3098, 2.2834, 7.8383)
H (-13.4157, 1.0869, 8.5532)
H (-11.9080, -0.6532, 7.5198)
H (-10.5844, 0.4090, 7.2509)
H (-12.0223, 0.4817, 6.1846)
H (-10.6860, 4.5814, 10.3857)
H (-10.9232, 3.6193, 8.8663)
H (-9.5548, 3.2423, 10.0338)
O (-18.7214, 7.3975, 14.9185)
S (-17.2980, 7.0717, 15.1354)
O (-16.3778, 8.1055, 15.5672)
O (-17.2256, 5.8944, 16.3212)
C (-18.4621, 5.3361, 16.6210)
C (-18.0325, 4.2834, 17.6327)
C (-16.6452, 6.1501, 13.6954)
H (-18.9889, 4.8573, 15.7956)
H (-19.1510, 5.9968, 17.1473)
H (-16.9893, 3.9756, 17.5613)
H (-18.7431, 3.4704, 17.7816)
H (-18.1151, 4.8187, 18.5786)
H (-15.5950, 6.4384, 13.6484)
H (-17.1421, 6.4651, 12.7779)
H (-16.7536, 5.0656, 13.6822)
O (-15.7062, -0.4091, 14.5525)
S (-16.8924, 0.4083, 14.7072)
O (-16.8423, 1.8352, 14.6713)
O (-18.0600, -0.0731, 13.5689)
C (-17.9415, -1.4063, 13.0900)
C (-18.0830, -2.5428, 14.1519)
C (-17.7495, -0.0561, 16.2821)
H (-17.0588, -1.4572, 12.4526)
H (-18.7564, -1.5976, 12.3918)
H (-17.2369, -2.3554, 14.8131)
H (-17.9311, -3.4924, 13.6388)
H (-19.0242, -2.4825, 14.6983)
H (-17.9693, -1.1154, 16.4153)
H (-18.6847, 0.5033, 16.3066)
H (-17.2303, 0.2213, 17.1995)
O (-9.9252, 6.6107, 7.7793)
S (-10.8532, 7.6615, 8.1212)
O (-10.4496, 8.7922, 8.9252)
O (-11.3978, 8.1598, 6.6584)
C (-12.4165, 9.1120, 6.6911)
C (-12.3717, 9.9079, 5.3905)
C (-12.3204, 6.8674, 8.8289)
H (-12.2258, 9.8722, 7.4486)
H (-13.3827, 8.6372, 6.8624)
H (-12.8680, 9.4365, 4.5422)
H (-11.3925, 10.0606, 4.9366)
H (-12.8156, 10.8791, 5.6094)
H (-12.9236, 6.6472, 7.9481)
H (-12.9312, 7.5453, 9.4252)
H (-12.1528, 5.9583, 9.4064)
O (-2.5841, 7.7585, 10.1579)
S (-2.4159, 7.6008, 8.7400)
O (-1.0496, 7.6474, 8.1580)
O (-3.0329, 6.1248, 8.2762)
C (-2.7792, 5.0888, 9.1560)
C (-4.0865, 5.0173, 9.9390)
C (-3.5571, 8.7730, 7.8424)
H (-1.8888, 5.2806, 9.7546)
H (-2.5741, 4.1438, 8.6529)
H (-3.9324, 4.1484, 10.5789)
H (-4.9815, 4.9300, 9.3230)
H (-4.3239, 5.8331, 10.6219)
H (-3.1659, 9.7550, 8.1081)
H (-4.5705, 8.6389, 8.2209)
H (-3.3469, 8.4215, 6.8323)
O (-15.5439, -1.2898, 18.1826)
S (-14.6492, -0.4799, 19.0641)
O (-15.1260, 0.6653, 19.7861)
O (-13.7208, -1.5158, 19.9313)
C (-14.2534, -2.1308, 21.0764)
C (-14.5855, -3.5453, 20.7719)
C (-13.4489, 0.1274, 17.8166)
H (-15.1261, -1.7254, 21.5882)
H (-13.4981, -1.9767, 21.8470)
H (-15.4642, -3.7579, 21.3808)
H (-13.7998, -4.2819, 20.9396)
H (-14.8196, -3.6363, 19.7112)
H (-12.5472, 0.3292, 18.3948)
H (-13.8251, 0.9033, 17.1499)
H (-13.1756, -0.8346, 17.3830)
C (-9.3498, 4.8512, 16.9257)
O (-9.5702, 3.9466, 15.8613)
C (-10.2112, 2.5931, 16.2423)
C (-10.4435, 1.9671, 14.9028)
O (-11.0687, 0.7041, 15.2009)
C (-10.2244, -0.4547, 14.9882)
C (-10.8835, -1.8226, 15.2709)
O (-10.1759, -2.9551, 14.7822)
C (-8.9908, -3.3455, 15.5109)
H (-8.8575, 4.1724, 17.6222)
H (-10.3113, 5.2450, 17.2549)
H (-8.6624, 5.6870, 16.7948)
H (-11.1344, 2.9205, 16.7204)
H (-9.5616, 1.9696, 16.8567)
H (-9.5199, 1.8839, 14.3300)
H (-11.0143, 2.5688, 14.1955)
H (-9.2685, -0.3340, 15.4978)
H (-9.8991, -0.5091, 13.9493)
H (-11.9022, -1.7655, 14.8874)
H (-10.9716, -1.9168, 16.3533)
H (-8.6854, -4.3625, 15.2651)
H (-9.0365, -3.2836, 16.5982)
H (-8.1745, -2.6743, 15.2438)
C (-14.1643, 3.6038, 15.7837)
O (-13.4594, 4.4708, 14.9491)
C (-13.4908, 4.0780, 13.5517)
C (-12.6905, 5.1831, 12.7265)
O (-11.3268, 4.9405, 12.6226)
C (-10.5658, 5.9470, 13.3009)
C (-9.0704, 5.5235, 13.5077)
O (-8.3734, 5.4524, 12.2380)
C (-7.3050, 4.4946, 12.3258)
H (-13.9247, 2.6182, 15.3846)
H (-15.2162, 3.8840, 15.7272)
H (-13.7489, 3.7164, 16.7851)
H (-14.5075, 3.8814, 13.2113)
H (-13.0016, 3.1147, 13.4077)
H (-12.9080, 6.1516, 13.1767)
H (-13.1406, 5.1753, 11.7338)
H (-10.9835, 6.0202, 14.3051)
H (-10.7243, 6.9595, 12.9295)
H (-9.1384, 4.5070, 13.8954)
H (-8.5342, 6.1848, 14.1883)
H (-7.5472, 3.5174, 11.9080)
H (-6.8323, 4.4098, 13.3042)
H (-6.5318, 4.8053, 11.6232)

Forces on atoms 1 to 2 (eV/Å):
0.3 -2.1 2.2
-0.3 0.6 0.0

Summary:
Total energy   -6868.7550 Ha
Net charge   +1
E_HOMO (spin up / spin down)   -11.8 / -11.8 eV
LUMO level (spin up / spin down)   -2.113 / -8.398 eV
Max |F|   4.094 eV/A
Multiplicity   2

---

2.
Entry from the Open Molecules 2025 dataset: 34 unconnected molecules or ions with the total composition H68O34 (the ωB97M-V functional and the def2-TZVPD basis).

Atoms and positions in Å:
O (-0.1740, -4.5788, -1.0243)
H (0.3813, -5.2995, -1.3684)
H (-0.3725, -4.8502, -0.1167)
O (-2.2893, 1.2059, 4.2342)
H (-2.3383, 0.4278, 3.6257)
H (-1.3526, 1.3121, 4.3636)
O (-1.3682, 3.9773, 1.9863)
H (-1.1550, 4.4886, 1.1655)
H (-2.3564, 3.9623, 2.1427)
O (-3.7337, 4.5388, -1.8067)
H (-3.1902, 5.2898, -1.5662)
H (-3.3196, 4.2478, -2.6339)
O (-3.8571, -0.9858, 3.0302)
H (-4.6220, -0.4824, 3.3588)
H (-3.8903, -0.9679, 2.0647)
O (4.7669, 2.5111, -2.1458)
H (4.8278, 3.0045, -1.2952)
H (5.4094, 2.9043, -2.7359)
O (-1.7942, -2.5244, -2.0040)
H (-1.4407, -3.4083, -1.9416)
H (-0.9793, -1.9806, -2.1223)
O (-0.3100, -1.1395, 2.8212)
H (-0.0907, -0.5325, 3.5348)
H (-1.2489, -1.2126, 2.7816)
O (3.8209, -2.7527, -0.3032)
H (2.9955, -2.6460, 0.2302)
H (4.3519, -3.3445, 0.2420)
O (-3.9780, -2.1087, -3.5748)
H (-4.1690, -2.6572, -4.3530)
H (-3.1085, -2.4342, -3.2238)
O (2.8129, 1.2822, 1.7387)
H (3.2650, 2.0678, 1.3570)
H (2.2641, 0.8306, 1.0700)
O (-2.8205, -1.5304, 0.4276)
H (-2.2372, -0.7687, 0.4112)
H (-2.8971, -1.8542, -0.4982)
O (-0.6747, 4.8922, -0.4362)
H (0.0423, 5.4704, -0.7282)
H (-0.3198, 4.0064, -0.6714)
O (-3.5016, -3.8018, 3.0053)
H (-4.4402, -3.7715, 2.7541)
H (-3.3230, -2.9276, 3.4223)
O (2.2860, 2.2097, -3.5634)
H (2.0233, 1.3963, -3.9471)
H (3.1614, 2.0941, -3.1735)
O (5.5879, -0.5163, 0.0321)
H (4.8156, -1.0570, 0.1871)
H (6.0919, -0.5728, 0.8564)
O (4.5932, -2.6906, -3.3389)
H (4.5123, -2.7563, -2.3671)
H (5.0727, -1.8685, -3.4811)
O (2.1058, -1.4037, -4.2418)
H (2.9258, -1.7595, -3.8855)
H (1.8736, -2.0994, -4.8746)
O (-3.7907, 2.9777, 2.7712)
H (-3.3664, 2.3384, 3.3614)
H (-4.1713, 2.6999, 1.9398)
O (5.2294, 2.3581, 0.4260)
H (5.5693, 2.4486, 1.3157)
H (5.2843, 1.3919, 0.1953)
O (1.0901, -0.0777, 0.2235)
H (1.1937, -0.8719, 0.7919)
H (0.1904, 0.1643, 0.5678)
O (-2.8681, 0.3286, -2.8559)
H (-3.5322, -0.2610, -3.1919)
H (-2.1836, -0.2897, -2.5226)
O (0.6548, 2.5089, -1.2907)
H (0.3699, 1.5864, -1.2043)
H (1.3740, 2.4511, -1.9308)
O (0.2658, 2.1307, 3.1311)
H (-0.2001, 2.9085, 2.7635)
H (0.9989, 1.8926, 2.5301)
O (-1.9686, 3.3727, -3.6132)
H (-2.1298, 2.4633, -3.2802)
H (-0.9865, 3.4756, -3.6469)
O (-6.0352, 1.7568, 1.0743)
H (-5.6540, 1.9246, 0.2018)
H (-6.1607, 2.6384, 1.4825)
O (-1.1966, -4.6143, 1.8092)
H (-2.0374, -4.1998, 2.0851)
H (-1.1073, -5.4041, 2.3408)
O (0.2076, -0.6567, -2.2133)
H (0.6550, -0.2999, -1.4169)
H (0.8922, -0.9080, -2.8713)
O (-1.3805, 1.1165, 0.7577)
H (-1.3059, 1.7575, 1.4791)
H (-2.1237, 1.4889, 0.2536)
O (2.6094, -0.1192, 4.2611)
H (2.7194, 0.4195, 3.4576)
H (2.7770, 0.4959, 4.9687)
O (4.6127, -2.3573, 3.0180)
H (5.3218, -2.5249, 3.6820)
H (4.0052, -1.7018, 3.4171)
O (-3.5495, 1.9680, -0.7833)
H (-3.6553, 2.9307, -0.8868)
H (-3.6618, 1.5778, -1.6679)
O (1.5887, -4.0751, -3.2383)
H (2.1951, -4.0094, -2.5024)
H (0.7747, -3.6832, -2.9538)
O (1.6764, -2.7778, 1.3413)
H (1.2615, -2.4808, 2.1818)
H (0.9131, -3.0953, 0.8216)

Forces on atoms 1 to 2 (eV/Å):
0.6 -0.6 0.0
-0.2 0.4 -0.1

Summary:
Total energy   -2599.1301 Ha
Net charge   0
E_HOMO   -10.6 eV
LUMO level   -0.024 eV
Max |F|   1.935 eV/A
Energy above the lowest of the compared OMol25 structures with the same formula, charge and spin   0.682 eV

---

3.
Entry from the Open Molecules 2025 dataset: C3H8F2N2 in the gas phase (the ωB97M-V functional and the def2-TZVPD basis).

Atoms and positions in Å:
N (2.3353, -0.3663, 0.3052)
C (0.9336, -0.6066, -0.0051)
C (0.1158, 0.6220, 0.2273)
F (0.0551, 1.0176, 1.5394)
F (0.7387, 1.6715, -0.4878)
C (-1.2825, 0.4755, -0.4326)
N (-2.0373, -0.5531, 0.2289)
H (2.6705, 0.3593, -0.3482)
H (2.8817, -1.2124, 0.0670)
H (0.5918, -1.4244, 0.6326)
H (0.7609, -0.8954, -1.0798)
H (-1.6775, 1.5221, -0.3856)
H (-1.0041, 0.2019, -1.3988)
H (-2.9961, -0.4894, -0.0790)
H (-2.0859, -0.3223, 1.2167)

Forces on atoms 1 to 2 (eV/Å):
0.8 -0.1 -0.9
0.7 -0.8 -0.3

Summary:
Total energy   -428.3469 Ha
Net charge   0
Structure (SMILES)   NCC(F)(F)CN
E_HOMO   -9.7 eV
LUMO level   0.972 eV
Max |F|   3.376 eV/A
Energy above the lowest of the compared OMol25 structures with the same formula, charge and spin   0.229 eV

---

4.
Entry from the Open Molecules 2025 dataset: a molecular structure, C40H66Ge2N4O5PS4SiTi (the ωB97M-V functional and the def2-TZVPD basis).

Atoms and positions in Å:
Ti (0.4210, 0.8141, -0.4404)
C (1.6978, 4.4733, 3.0793)
C (0.8687, 3.6194, 2.1295)
Ge (1.9408, 2.4083, 0.8850)
C (3.7147, 3.3526, 0.5652)
C (4.7697, 3.0507, 1.6242)
C (2.5444, 1.0505, 2.2297)
C (2.5639, -0.2821, 2.1409)
Ge (1.9409, -1.1575, 0.4171)
C (3.7273, -1.9549, -0.2892)
C (3.8112, -3.4443, -0.6056)
C (0.7813, -2.6142, 1.3295)
C (1.1404, -4.0954, 1.3002)
C (2.9359, -1.1018, 3.3135)
C (2.5983, -0.7095, 4.6137)
C (2.9556, -1.4713, 5.7137)
C (3.6554, -2.6569, 5.5503)
C (3.9831, -3.0710, 4.2686)
C (3.6299, -2.3059, 3.1711)
H (1.0551, 5.0743, 3.7295)
H (2.3441, 5.1494, 2.5198)
H (2.3306, 3.8494, 3.7122)
H (0.2406, 4.2655, 1.5122)
H (0.2034, 2.9699, 2.7047)
H (3.5177, 4.4240, 0.5175)
H (4.1009, 3.0522, -0.4086)
H (4.4548, 3.4092, 2.6051)
H (5.7178, 3.5337, 1.3714)
H (4.9400, 1.9759, 1.6933)
H (2.8638, 1.5239, 3.1633)
H (4.5232, -1.6863, 0.4053)
H (3.9214, -1.3892, -1.2034)
H (3.7640, -4.0441, 0.3023)
H (4.7489, -3.6828, -1.1169)
H (2.9861, -3.7617, -1.2478)
H (-0.2176, -2.4949, 0.8986)
H (0.7002, -2.3113, 2.3750)
H (1.1794, -4.4843, 0.2818)
H (0.3940, -4.6761, 1.8506)
H (2.1055, -4.2635, 1.7738)
H (2.0409, 0.2056, 4.7646)
H (2.6900, -1.1334, 6.7085)
H (3.9391, -3.2531, 6.4080)
H (4.5189, -4.0019, 4.1275)
H (3.8998, -2.6355, 2.1797)
S (2.5520, 0.9865, -1.6689)
S (3.2551, 2.4485, -2.9669)
S (1.7580, 3.8797, -3.3069)
S (1.0688, 4.6782, -1.6048)
C (1.1541, -3.4731, -4.1067)
N (1.2759, -2.0943, -4.6947)
C (0.0575, -1.8356, -5.5384)
N (-1.1450, -2.0091, -4.8027)
C (-1.1965, -3.3338, -4.2021)
N (-0.0456, -3.6118, -3.3641)
C (-0.0983, -2.8744, -2.1007)
P (-0.3977, -1.0213, -2.2433)
C (1.2969, -1.0949, -3.5840)
C (-1.4402, -0.9636, -3.8209)
H (2.0190, -3.6416, -3.4637)
H (1.1524, -4.1910, -4.9363)
H (2.1177, -2.0411, -5.2771)
H (0.0738, -2.5415, -6.3782)
H (0.1272, -0.8135, -5.9135)
H (-1.2397, -4.0782, -5.0062)
H (-2.0969, -3.3987, -3.5923)
H (0.8442, -3.0239, -1.5681)
H (-0.8950, -3.3177, -1.5072)
H (2.1633, -1.3077, -2.9549)
H (1.4597, -0.1088, -4.0274)
H (-1.2928, 0.0072, -4.2988)
H (-2.4923, -1.0697, -3.5469)
O (-2.0274, 1.7860, 0.8945)
C (-1.3079, 1.1186, 1.6322)
O (-0.2782, 0.4566, 1.2064)
C (-1.5759, 1.0126, 3.0940)
C (-0.8155, 0.1353, 3.8587)
C (-0.9841, 0.0296, 5.2348)
C (-1.9413, 0.8401, 5.7954)
O (-2.3018, 0.9417, 7.1196)
C (-3.2726, 1.9676, 7.1753)
O (-3.5813, 2.3934, 5.8645)
C (-2.7108, 1.7162, 5.0343)
C (-2.5583, 1.8247, 3.6792)
H (-0.0649, -0.4572, 3.3569)
H (-0.3834, -0.6428, 5.8300)
H (-2.8738, 2.8124, 7.7577)
H (-4.1820, 1.5925, 7.6618)
H (-3.1358, 2.5062, 3.0724)
C (-2.9361, -4.0252, -0.2538)
Si (-3.4169, -2.2404, -0.7286)
C (-4.6054, -2.3160, -2.2220)
C (-4.3717, -1.5736, 0.7755)
C (-1.9796, -1.0604, -1.0420)
H (-3.7798, -4.5194, 0.2292)
H (-2.1122, -4.0204, 0.4607)
H (-2.6407, -4.6424, -1.1025)
H (-5.5716, -2.7157, -1.9149)
H (-4.2322, -2.9500, -3.0265)
H (-4.7805, -1.3228, -2.6356)
H (-5.3189, -2.0914, 0.9337)
H (-4.5839, -0.5099, 0.6685)
H (-3.7709, -1.6919, 1.6783)
H (-2.4189, -0.0595, -1.1660)
H (-1.4559, -1.0123, -0.0785)
O (-0.5315, 1.8479, -1.5495)
C (-1.3519, 2.2891, -2.3849)
C (-2.7792, 2.5887, -2.0317)
C (-3.1486, 4.0849, -2.1768)
C (-2.1860, 4.9061, -3.0308)
C (-2.1270, 4.4830, -4.4952)
C (-1.8209, 2.9857, -4.6717)
N (-0.9484, 2.4220, -3.6639)
H (-2.9141, 2.2906, -0.9941)
H (-3.4288, 1.9714, -2.6596)
H (-3.1480, 4.5309, -1.1819)
H (-4.1638, 4.1714, -2.5748)
H (-1.1847, 4.8536, -2.5957)
H (-2.4944, 5.9532, -2.9839)
H (-1.3519, 5.0747, -4.9859)
H (-3.0802, 4.6899, -4.9897)
H (-1.3503, 2.8209, -5.6436)
H (-2.7533, 2.4138, -4.6562)
H (0.0546, 2.6663, -3.7221)

Forces on atoms 1 to 2 (eV/Å):
3.4 -0.3 -1.1
0.0 -0.1 -0.1

Summary:
Total energy   -9385.9366 Ha
Net charge   -1
E_HOMO   -3.2 eV
LUMO level   1.734 eV
Max |F|   3.620 eV/A
Energy above the lowest of the compared OMol25 structures with the same formula, charge and spin   2.705 eV

---

What did the third record say?
Entry from the Open Molecules 2025 dataset: C3H8F2N2 in the gas phase (the ωB97M-V functional and the def2-TZVPD basis).

Atoms and positions in Å:
N (2.3353, -0.3663, 0.3052)
C (0.9336, -0.6066, -0.0051)
C (0.1158, 0.6220, 0.2273)
F (0.0551, 1.0176, 1.5394)
F (0.7387, 1.6715, -0.4878)
C (-1.2825, 0.4755, -0.4326)
N (-2.0373, -0.5531, 0.2289)
H (2.6705, 0.3593, -0.3482)
H (2.8817, -1.2124, 0.0670)
H (0.5918, -1.4244, 0.6326)
H (0.7609, -0.8954, -1.0798)
H (-1.6775, 1.5221, -0.3856)
H (-1.0041, 0.2019, -1.3988)
H (-2.9961, -0.4894, -0.0790)
H (-2.0859, -0.3223, 1.2167)

Forces on atoms 1 to 2 (eV/Å):
0.8 -0.1 -0.9
0.7 -0.8 -0.3

Summary:
Total energy   -428.3469 Ha
Net charge   0
Structure (SMILES)   NCC(F)(F)CN
E_HOMO   -9.7 eV
LUMO level   0.972 eV
Max |F|   3.376 eV/A
Energy above the lowest of the compared OMol25 structures with the same formula, charge and spin   0.229 eV